(1)
{"formula": "C31H48CeO3P2", "method": "the ωB97M-V functional and the def2-TZVPD basis", "species": ["Ce", "C", "C", "C", "C", "C", "C", "H", "H", "H", "C", "H", "H", "H", "C", "H", "H", "H", "C", "H", "H", "H", "C", "H", "H", "H", "C", "C", "C", "C", "C", "C", "C", "C", "H", "H", "H", "H", "H", "H", "H", "H", "H", "H", "H", "H", "P", "P", "C", "C", "H", "H", "H", "H", "C", "H", "H", "H", "C", "H", "H", "H", "C", "H", "H", "H", "C", "H", "H", "H", "O", "C", "C", "C", "C", "C", "C", "C", "O", "O", "H", "H", "H", "H", "H"], "positions_angstrom": [[0.056, -0.254, 0.581], [-1.606, 1.583, 0.926], [-1.685, 1.303, -0.484], [-2.423, -0.585, 0.663], [-2.100, 0.426, 1.637], [-2.159, -0.042, -0.648], [-1.217, 2.881, 1.547], [-0.786, 3.566, 0.812], [-0.478, 2.760, 2.349], [-2.094, 3.375, 1.988], [-2.236, 0.292, 3.113], [-1.812, 1.150, 3.644], [-1.725, -0.597, 3.506], [-3.290, 0.209, 3.400], [-2.945, -1.950, 0.950], [-3.957, -1.913, 1.372], [-2.326, -2.495, 1.675], [-2.987, -2.564, 0.045], [-2.467, -0.709, -1.948], [-3.551, -0.734, -2.142], [-2.114, -1.747, -1.973], [-2.001, -0.190, -2.791], [-1.460, 2.274, -1.597], [-2.411, 2.725, -1.916], [-1.025, 1.801, -2.484], [-0.795, 3.093, -1.310], [6.603, 2.767, -1.256], [5.922, 3.871, -1.597], [5.920, 4.527, -2.946], [6.130, 3.603, -4.174], [5.245, 2.392, -4.221], [5.486, 1.191, -3.678], [6.697, 0.788, -2.891], [7.456, 1.923, -2.157], [6.697, 5.311, -2.987], [7.194, 3.355, -4.277], [4.961, 5.053, -3.076], [8.033, 2.512, -2.881], [6.616, 2.451, -0.205], [5.406, 4.439, -0.814], [8.197, 1.424, -1.511], [6.392, 0.038, -2.143], [4.784, 0.373, -3.888], [7.416, 0.273, -3.553], [5.870, 4.209, -5.058], [4.335, 2.531, -4.818], [2.336, 1.392, -0.194], [1.248, -1.204, -1.957], [3.531, 0.378, -1.207], [3.074, -1.040, -1.596], [4.469, 0.324, -0.628], [3.747, 0.970, -2.109], [3.598, -1.370, -2.507], [3.324, -1.762, -0.798], [1.024, -3.000, -2.173], [0.009, -3.177, -2.549], [1.134, -3.547, -1.231], [1.748, -3.369, -2.910], [1.138, -0.743, -3.718], [1.949, -1.245, -4.263], [1.210, 0.344, -3.854], [0.172, -1.085, -4.118], [3.274, 1.522, 1.382], [2.690, 2.122, 2.092], [4.232, 2.020, 1.184], [3.460, 0.533, 1.820], [2.553, 3.103, -0.795], [2.004, 3.240, -1.736], [3.617, 3.332, -0.956], [2.145, 3.795, -0.044], [0.816, -5.224, 1.449], [0.311, -4.928, 2.662], [-0.406, -5.907, 3.364], [-0.885, -5.626, 4.637], [-0.625, -4.395, 5.248], [0.044, -3.388, 4.550], [0.474, -3.632, 3.243], [0.561, -2.512, 2.314], [0.300, -1.318, 2.704], [0.790, -2.707, 1.056], [1.057, -4.326, 1.066], [-0.537, -6.882, 2.894], [-1.482, -6.380, 5.158], [-0.937, -4.218, 6.274], [0.237, -2.404, 4.971]], "atomic_forces_ev_per_a": [[3.0, -2.3, 0.9], [-1.7, -0.6, -0.8], [-0.9, -0.2, 0.8], [-0.4, 1.6, -0.3], [-0.6, 0.4, -1.3], [-0.6, 0.8, 0.9], [0.2, 0.3, 0.2], [-0.1, -0.1, 0.1], [-0.1, 0.0, 0.0], [0.2, -0.1, -0.1], [0.0, -0.2, 0.6], [-0.1, 0.0, -0.1], [-0.2, 0.2, -0.1], [0.1, 0.1, -0.1], [0.0, -0.5, 0.1], [0.2, 0.1, -0.1], [-0.1, 0.1, 0.0], [0.0, 0.1, 0.1], [-0.1, -0.3, -0.4], [0.3, 0.0, 0.1], [-0.1, 0.1, 0.0], [-0.1, 0.0, 0.1], [0.1, 0.2, -0.3], [0.2, -0.1, 0.1], [0.0, 0.0, 0.1], [-0.1, -0.1, 0.0], [-0.3, 0.5, 0.2], [0.7, -0.2, 0.4], [-0.2, 0.0, -0.5], [0.1, 0.6, -0.3], [-0.2, -0.6, 0.0], [-0.1, 0.4, -0.7], [0.2, 0.0, 0.3], [0.5, -0.5, 0.0], [-0.3, -0.2, 0.1], [-0.5, 0.0, -0.1], [0.2, -0.1, 0.1], [-0.2, -0.2, 0.4], [-0.2, 0.2, -0.3], [0.2, -0.3, -0.2], [-0.1, 0.2, -0.3], [0.1, 0.1, -0.2], [0.1, 0.3, 0.0], [-0.3, 0.1, 0.2], [0.2, -0.2, 0.3], [0.2, -0.2, 0.3], [1.1, 0.5, -0.1], [0.4, -0.4, -0.5], [0.0, 0.3, -0.1], [-0.2, -0.2, 0.0], [-0.3, 0.1, -0.3], [-0.1, -0.1, 0.3], [0.0, 0.0, 0.3], [-0.2, 0.2, -0.3], [0.1, -0.3, 0.1], [0.2, 0.0, 0.0], [0.0, 0.2, -0.2], [-0.2, 0.0, 0.1], [0.0, 0.3, -0.2], [-0.2, 0.2, 0.0], [0.0, -0.2, -0.1], [0.3, 0.2, 0.1], [-0.1, 0.0, 0.1], [0.2, -0.1, -0.1], [-0.2, -0.1, 0.1], [0.0, 0.2, 0.0], [-0.1, 0.2, -0.2], [0.1, 0.0, 0.2], [-0.4, -0.2, 0.0], [0.1, -0.2, -0.2], [-0.2, 0.8, 0.1], [0.1, 0.0, 0.5], [0.3, 0.0, 0.0], [0.1, -0.1, -0.3], [0.4, 0.6, 0.2], [-0.3, -0.8, 0.3], [-0.8, -0.5, -0.8], [0.4, 0.8, -0.2], [0.3, -0.5, 0.0], [0.1, 0.5, 0.3], [-0.2, -0.9, 0.1], [-0.1, 0.3, 0.1], [0.3, 0.3, -0.1], [0.0, 0.0, -0.2], [-0.3, -0.2, 0.0]], "total_energy_ev": -70571.40145, "de_lowest_kj_mol": 0.00, "total_charge": 1, "spin_multiplicity": 2}

---

(2)
{"formula": "C31H48ClCrN5O3Si3", "method": "the ωB97M-V functional and the def2-TZVPD basis", "species": ["Cr", "C", "Si", "C", "C", "C", "Si", "C", "C", "C", "Si", "C", "C", "C", "C", "C", "C", "C", "N", "H", "H", "H", "H", "H", "H", "H", "H", "H", "H", "H", "H", "H", "H", "H", "H", "H", "H", "H", "H", "H", "H", "H", "H", "H", "H", "H", "H", "C", "C", "C", "C", "N", "C", "C", "H", "H", "H", "H", "H", "H", "H", "O", "N", "C", "C", "C", "C", "C", "H", "H", "H", "H", "H", "C", "N", "C", "C", "N", "C", "H", "H", "H", "H", "H", "H", "Cl", "C", "C", "O", "O", "H", "H"], "positions_angstrom": [[0.257, 0.563, -0.196], [-1.551, 0.964, 4.526], [-1.678, 0.817, 2.646], [-2.171, 2.535, 2.053], [-3.242, -0.196, 2.371], [-0.131, 0.068, 1.949], [-0.316, -1.799, 2.046], [-1.771, -2.502, 1.084], [1.250, -2.752, 1.558], [-0.650, -2.397, 3.811], [1.420, 0.493, 2.839], [2.033, -0.637, 4.211], [1.638, 2.194, 3.666], [2.713, 0.395, 1.451], [4.068, 0.168, 1.664], [4.940, -0.056, 0.606], [4.410, -0.045, -0.679], [3.065, 0.200, -0.853], [2.202, 0.422, 0.177], [-2.511, 1.300, 4.942], [-0.783, 1.681, 4.845], [-1.310, -0.010, 4.976], [-3.241, 2.658, 2.255], [-2.011, 2.688, 0.979], [-1.641, 3.334, 2.590], [-4.096, 0.392, 2.725], [-3.235, -1.140, 2.924], [-3.398, -0.429, 1.310], [-2.132, -1.778, 0.349], [-2.599, -2.745, 1.758], [-1.475, -3.427, 0.569], [1.953, -2.142, 0.984], [0.980, -3.619, 0.938], [1.772, -3.134, 2.445], [-1.634, -2.085, 4.177], [0.101, -2.039, 4.525], [-0.626, -3.497, 3.826], [1.362, -0.567, 5.080], [3.027, -0.303, 4.539], [2.104, -1.689, 3.916], [0.694, 2.701, 3.911], [2.230, 2.870, 3.040], [2.176, 2.045, 4.609], [4.435, 0.144, 2.686], [5.994, -0.241, 0.774], [5.035, -0.221, -1.548], [2.632, 0.217, -1.844], [0.537, 6.912, -0.283], [0.497, 5.410, -0.253], [0.515, 4.694, 0.929], [0.446, 3.314, 0.904], [0.367, 2.581, -0.212], [0.349, 3.286, -1.366], [0.418, 4.660, -1.420], [0.668, 7.326, 0.718], [-0.393, 7.311, -0.696], [1.354, 7.270, -0.913], [0.571, 5.200, 1.887], [0.423, 2.761, 1.822], [0.261, 2.718, -2.270], [0.385, 5.146, -2.390], [0.383, -1.432, -0.843], [0.367, -2.277, -1.804], [-0.794, -2.657, -2.356], [-0.811, -3.561, -3.401], [0.369, -4.088, -3.883], [1.551, -3.692, -3.284], [1.528, -2.789, -2.241], [-1.672, -2.195, -1.931], [-1.769, -3.840, -3.822], [0.373, -4.793, -4.706], [2.504, -4.085, -3.610], [2.399, -2.435, -1.710], [-1.456, -0.113, -5.818], [-0.457, 0.268, -4.826], [0.813, 0.744, -5.064], [1.372, 0.935, -3.835], [0.466, 0.588, -2.848], [-0.613, 0.196, -3.485], [-1.280, 0.439, -6.736], [-2.448, 0.131, -5.445], [-1.410, -1.180, -6.031], [1.194, 0.904, -6.063], [2.352, 1.328, -3.603], [-1.543, -0.119, -3.026], [-4.082, -0.898, -2.359], [-3.997, 0.629, -1.391], [-2.567, 1.160, -1.327], [-2.322, 2.188, -1.956], [-1.774, 0.434, -0.615], [-4.362, 0.393, -0.398], [-4.635, 1.347, -1.881]], "atomic_forces_ev_per_a": [[-0.7, -0.4, -0.3], [0.0, 0.0, 0.3], [-0.1, -0.1, 0.2], [0.0, 0.3, -0.1], [-0.2, -0.1, -0.1], [0.0, 0.0, -0.3], [0.1, 0.0, 0.2], [-0.1, -0.2, -0.3], [0.3, -0.1, 0.0], [0.0, -0.1, 0.3], [0.0, 0.1, -0.1], [0.2, -0.2, 0.2], [-0.1, 0.2, 0.0], [0.0, 0.0, -0.4], [0.1, 0.0, -0.1], [-0.1, 0.0, 0.0], [0.1, 0.0, 0.1], [-0.3, 0.1, 0.4], [1.0, -0.3, 0.0], [0.2, -0.1, 0.0], [-0.2, -0.2, 0.0], [-0.1, 0.3, -0.1], [0.1, 0.0, 0.0], [-0.1, 0.0, 0.2], [-0.1, -0.1, -0.1], [0.1, 0.0, 0.0], [-0.1, 0.2, -0.1], [0.0, 0.1, 0.3], [0.1, -0.2, 0.0], [0.2, 0.0, -0.2], [0.0, 0.1, 0.0], [-0.1, -0.1, 0.1], [0.0, 0.1, 0.1], [-0.1, 0.0, -0.2], [0.1, -0.1, -0.1], [-0.3, -0.2, -0.2], [0.0, 0.2, 0.0], [0.2, 0.0, -0.2], [-0.1, 0.0, 0.0], [0.1, 0.2, 0.1], [0.3, -0.1, -0.1], [0.0, -0.1, 0.1], [0.0, 0.1, -0.1], [0.0, 0.0, -0.1], [-0.1, 0.0, 0.0], [0.0, 0.0, 0.0], [0.0, 0.0, 0.1], [0.0, 0.0, 0.0], [0.0, 0.1, 0.0], [0.0, 0.1, 0.1], [0.1, -0.1, -0.1], [0.0, 1.1, -0.3], [0.1, 0.0, 0.2], [0.0, 0.0, -0.2], [0.0, 0.0, -0.1], [0.0, 0.0, 0.0], [0.0, 0.0, 0.0], [0.0, 0.0, 0.0], [0.0, 0.0, 0.0], [-0.1, -0.1, -0.1], [0.0, -0.1, 0.1], [0.1, -0.3, 0.4], [-0.1, 0.2, 0.1], [-0.5, -0.2, -0.3], [-0.3, 0.1, 0.1], [0.1, -0.1, -0.2], [0.2, 0.1, 0.2], [0.4, -0.3, -0.3], [0.0, 0.0, 0.1], [0.0, 0.0, 0.0], [0.0, 0.0, 0.1], [0.0, 0.0, 0.0], [0.0, 0.0, 0.0], [0.1, 0.0, 0.2], [-0.1, 0.0, -0.2], [0.0, -0.1, 0.0], [-0.1, 0.0, 0.1], [0.2, 0.0, 0.1], [-0.1, 0.1, -0.1], [0.0, 0.1, 0.0], [0.0, 0.0, 0.0], [0.1, 0.0, 0.0], [-0.1, 0.0, 0.2], [-0.1, 0.0, 0.0], [0.3, 0.0, -0.2], [0.1, 0.2, 0.1], [0.0, -0.1, 0.1], [0.3, -0.2, 0.3], [0.2, -0.2, 0.2], [-0.3, 0.5, -0.6], [-0.1, -0.1, 0.1], [-0.1, 0.1, -0.1]], "total_energy_ev": -111098.35174, "de_lowest_kj_mol": 0.00, "total_charge": 0, "spin_multiplicity": 3}